{"formula": "H4N2O3Si", "method": "ωB97M-V/def2-TZVPD", "multiplicity": 1, "lumo_ev": -0.5, "total_energy_ev": -17063.23115, "smiles": "N[SiH]=O.O=NO", "de_lowest_ev": 1.535, "elements": ["N", "Si", "O", "H", "H", "H", "O", "N", "O", "H"], "xyz": [[1.21938, 1.02675, -0.25002], [1.39527, -0.65580, 0.01092], [0.37245, -1.75394, -0.21742], [1.09754, 1.52768, 0.67324], [0.39569, 1.23474, -0.81109], [2.53106, -0.73932, 0.90727], [-2.39557, 1.22499, 0.08435], [-1.53291, 0.40680, -0.13980], [-1.94471, -0.86106, -0.13598], [-1.13820, -1.41083, -0.12146]], "forces_ev_per_a": [[-0.2, -0.1, 0.8], [-0.2, 1.6, 1.0], [0.5, -0.7, -0.5], [0.5, -0.6, -1.4], [0.2, 0.1, 0.2], [0.5, -0.5, 0.0], [1.1, -1.8, -0.5], [-1.2, 1.2, 0.4], [-2.3, 0.9, 0.5], [1.1, -0.2, -0.5]]}

{"formula": "C4H6FGdO4", "method": "ωB97M-V/def2-TZVPD", "multiplicity": 9, "lumo_ev": [-4.8, -8.5], "charge": 1, "total_energy_ev": -35974.91281, "de_lowest_ev": 6.486, "s2": 21.00, "elements": ["C", "O", "H", "H", "H", "C", "O", "C", "C", "O", "O", "F", "H", "H", "H", "Gd"], "xyz": [[1.46116, -2.42055, 0.43332], [1.57873, -1.40257, -0.51795], [0.45964, -2.43856, 0.90568], [1.62728, -3.39210, -0.05891], [2.20454, -2.29838, 1.24706], [-1.23365, 1.93258, 0.13675], [-1.55328, 0.61314, 0.00146], [-0.65549, -0.18248, -0.71950], [0.79127, -0.00672, -0.25804], [-0.03106, 2.22755, 0.12280], [-2.22753, 2.65690, 0.39719], [-0.76633, 0.16415, -2.05227], [-1.00336, -1.21592, -0.61091], [0.83607, 0.05453, 0.84100], [1.34452, 0.61390, -0.97003], [-2.83250, 5.09453, 1.10232]], "forces_ev_per_a": [[-0.5, -0.1, 1.1], [-1.4, 2.8, -0.4], [0.3, 0.0, -0.2], [0.1, 0.5, 0.0], [-0.2, -0.1, -0.4], [-3.1, -0.3, 1.1], [0.5, 0.1, -0.3], [-0.1, -0.4, -0.7], [1.3, -4.0, -0.5], [0.9, 0.8, -0.1], [1.7, 0.4, -0.3], [0.2, -0.1, 0.6], [0.1, 0.3, 0.1], [0.2, 0.7, -0.5], [-0.1, 0.2, 0.7], [0.1, -0.7, -0.2]]}

{"formula": "C29H45N7RuS4", "method": "ωB97M-V/def2-TZVPD", "multiplicity": 2, "lumo_ev": [-2.7, -3.2], "charge": 1, "total_energy_ev": -87150.89163, "de_lowest_ev": 1.328, "s2": 0.76, "elements": ["Ru", "C", "C", "C", "C", "C", "C", "C", "C", "C", "C", "C", "C", "C", "C", "C", "C", "C", "H", "H", "H", "H", "H", "H", "H", "H", "H", "H", "H", "H", "H", "H", "H", "H", "H", "H", "H", "H", "H", "H", "H", "H", "H", "H", "H", "H", "H", "N", "N", "C", "N", "S", "H", "H", "H", "H", "H", "S", "C", "S", "C", "N", "N", "C", "C", "C", "C", "C", "C", "S", "H", "H", "H", "H", "H", "C", "N", "C", "C", "N", "H", "H", "H", "H", "H", "H"], "xyz": [[-0.40630, 0.29190, -0.02361], [-2.06633, -0.80401, -0.92497], [-2.62323, -0.00951, 0.14902], [-2.06429, -0.51739, 1.37532], [-1.12648, -1.52446, 0.98340], [-1.20127, -1.78538, -0.42334], [-0.77495, -3.04927, -1.14732], [-1.15224, -2.99661, -2.62780], [0.69557, -3.42800, -0.99315], [-1.62483, -4.16198, -0.49479], [-2.28497, -0.20109, 2.86235], [-1.65010, 1.13245, 3.24913], [-3.76143, -0.23380, 3.27489], [-1.58390, -1.27011, 3.72247], [-3.80150, 0.92911, -0.11092], [-3.69959, 2.25197, 0.64862], [-3.94267, 1.23512, -1.61452], [-5.10042, 0.18116, 0.25356], [-2.32602, -0.67675, -1.96268], [-0.53838, -2.07656, 1.69599], [-0.65066, -2.19325, -3.17539], [-2.22694, -2.86515, -2.76244], [-0.87076, -3.93443, -3.10809], [1.35251, -2.76529, -1.55837], [0.83785, -4.43902, -1.37950], [1.01322, -3.41593, 0.04924], [-2.68793, -3.91667, -0.52489], [-1.33621, -4.31533, 0.54648], [-1.47484, -5.10153, -1.02923], [-2.09378, 1.98568, 2.74018], [-0.59328, 1.10718, 2.99859], [-1.74359, 1.28862, 4.32574], [-4.32738, 0.61216, 2.89461], [-3.81277, -0.18441, 4.36305], [-4.25042, -1.15780, 2.96093], [-0.49969, -1.25220, 3.59422], [-1.95321, -2.27581, 3.50880], [-1.78070, -1.05838, 4.77263], [-2.73088, 2.73019, 0.48173], [-3.82312, 2.12427, 1.72067], [-4.49006, 2.92661, 0.31423], [-3.02394, 1.58728, -2.07906], [-4.70803, 2.00181, -1.74190], [-4.28635, 0.35689, -2.16458], [-5.18755, -0.04734, 1.30969], [-5.16509, -0.75637, -0.30317], [-5.95758, 0.79459, -0.03143], [1.15558, -0.12637, -2.16800], [2.46909, -0.42975, -1.83403], [2.81627, -0.70525, -0.56528], [4.10381, -1.01703, -0.36630], [1.76349, -0.67348, 0.73644], [0.75670, -0.85021, -2.75451], [1.09191, 0.77586, -2.62255], [3.18029, -0.39248, -2.54955], [4.76140, -1.11825, -1.12044], [4.41868, -1.20167, 0.57001], [1.56578, 4.10538, 6.16842], [1.70667, 3.51225, 4.64188], [0.40973, 3.59172, 3.47901], [1.34521, 2.66614, 2.33608], [2.52013, 2.36594, 2.76939], [2.73251, 2.84707, 4.03721], [4.00517, 2.53499, 4.61626], [4.58533, 1.31177, 4.30408], [5.82131, 0.98561, 4.83726], [6.47849, 1.87453, 5.67666], [5.89436, 3.09641, 5.97130], [4.65722, 3.43559, 5.44301], [0.87394, 2.33369, 0.69437], [4.06326, 0.63091, 3.64653], [6.27138, 0.03027, 4.59950], [7.44142, 1.61635, 6.09697], [6.40243, 3.80011, 6.61703], [4.20847, 4.38987, 5.67028], [0.51532, 5.04895, -1.86449], [-0.74445, 4.30541, -1.75965], [-2.01152, 5.01345, -1.95710], [-0.72848, 3.01167, -1.67538], [-0.74198, 1.85167, -1.57946], [0.44253, 5.93811, -1.24096], [0.70388, 5.34218, -2.89770], [1.32540, 4.43025, -1.48779], [-2.02393, 5.89075, -1.31296], [-2.83725, 4.36142, -1.68273], [-2.12058, 5.32280, -2.99682]], "forces_ev_per_a": [[0.1, -1.2, -0.9], [-0.1, 0.2, 0.2], [-0.3, 0.2, 0.3], [0.2, 0.2, 0.1], [-0.2, 0.1, 0.2], [0.1, 0.1, 0.1], [-0.1, -0.1, 0.1], [0.0, 0.1, -0.1], [0.0, 0.0, 0.0], [0.0, 0.0, 0.0], [0.1, -0.1, 0.1], [-0.1, 0.0, 0.0], [0.0, 0.0, 0.0], [0.0, 0.0, -0.1], [-0.1, 0.0, -0.1], [0.0, 0.0, 0.0], [0.0, 0.0, 0.0], [0.0, 0.0, 0.0], [0.0, 0.0, 0.0], [0.1, -0.1, -0.1], [0.0, 0.0, 0.0], [0.0, 0.0, 0.0], [0.0, 0.0, 0.0], [0.0, 0.0, 0.0], [0.0, 0.0, 0.0], [0.0, 0.0, 0.0], [0.0, 0.0, 0.0], [0.0, 0.0, 0.0], [0.0, 0.0, 0.0], [0.0, 0.0, 0.0], [0.0, 0.0, 0.0], [0.0, 0.0, 0.0], [0.0, 0.0, 0.0], [0.0, 0.0, 0.0], [0.0, 0.0, 0.0], [0.0, 0.0, 0.0], [0.0, 0.0, 0.0], [0.0, 0.0, 0.0], [0.0, 0.0, 0.0], [0.0, 0.0, 0.0], [0.0, 0.0, 0.0], [0.0, 0.0, 0.1], [0.0, 0.0, 0.0], [0.0, 0.0, 0.0], [0.0, 0.0, -0.1], [0.0, 0.0, 0.0], [0.0, 0.0, 0.0], [0.0, 0.1, 0.1], [0.0, 0.0, -0.1], [0.1, 0.1, 0.1], [0.0, -0.1, 0.0], [-0.1, 0.0, 0.1], [0.0, 0.0, 0.0], [0.0, 0.0, 0.0], [0.0, 0.0, 0.0], [0.0, 0.0, 0.0], [0.0, 0.0, 0.0], [0.0, 0.0, 0.0], [-0.1, -0.1, 0.0], [0.1, 0.1, -0.1], [0.3, -0.1, 0.1], [0.0, 0.0, 0.1], [0.1, 0.0, -0.1], [0.0, -0.1, 0.0], [0.0, 0.0, 0.0], [0.0, 0.0, 0.0], [0.0, 0.0, 0.0], [0.0, 0.0, 0.0], [0.0, 0.1, 0.0], [-0.6, 0.3, -0.1], [0.0, 0.0, 0.0], [0.0, 0.0, 0.0], [0.0, 0.0, 0.0], [0.0, 0.0, 0.0], [0.0, 0.0, 0.0], [0.0, 0.0, 0.0], [0.0, 0.0, -0.1], [0.0, 0.0, 0.0], [-0.1, 0.1, 0.2], [0.3, 0.1, -0.1], [0.0, 0.0, 0.0], [0.0, 0.0, 0.0], [0.0, 0.0, 0.0], [0.0, 0.0, 0.0], [0.0, 0.0, 0.0], [0.0, 0.0, 0.0]]}

{"formula": "C13H21N10O2PdS", "method": "ωB97M-V/def2-TZVPD", "multiplicity": 1, "lumo_ev": -9.0, "charge": 3, "total_energy_ev": -47105.58304, "de_lowest_ev": 0.139, "elements": ["Pd", "N", "N", "C", "N", "N", "N", "O", "O", "H", "H", "H", "H", "H", "N", "C", "C", "C", "C", "C", "C", "N", "C", "C", "C", "S", "C", "N", "H", "H", "H", "H", "H", "H", "H", "N", "C", "C", "N", "H", "H", "H", "H", "H", "H", "H", "H", "H"], "xyz": [[-0.68679, -0.72612, 0.87319], [-2.07847, -1.47242, 2.21886], [-1.63060, -2.68966, 2.77167], [-0.51289, -3.28478, 2.26440], [-0.20403, -4.45893, 2.75690], [0.14318, -2.57246, 1.30780], [1.33799, -3.11203, 0.75028], [1.80592, -2.48708, -0.15913], [1.79343, -4.14019, 1.20562], [-2.27775, -0.83795, 2.99099], [-2.95462, -1.63677, 1.72035], [-2.22062, -3.15088, 3.44807], [-0.78086, -4.90203, 3.45667], [0.64355, -4.91797, 2.44933], [1.75925, 0.04186, -2.32457], [2.55318, 0.67322, -1.36766], [3.80249, 1.27626, -1.43792], [4.31502, 1.76734, -0.25437], [3.61659, 1.64655, 0.95838], [2.37714, 1.04121, 1.02181], [1.84328, 0.56778, -0.17321], [0.64913, -0.09623, -0.44408], [0.64525, -0.41751, -1.73412], [-0.42919, -1.17153, -2.37477], [-0.47878, -1.62348, -3.65804], [-1.92704, -2.47401, -3.91726], [-2.40572, -2.12561, -2.31732], [-1.53642, -1.46435, -1.60719], [2.00152, -0.09127, -3.29447], [4.35637, 1.34528, -2.36448], [5.28907, 2.23642, -0.25557], [4.07526, 2.01322, 1.86652], [1.88306, 0.88715, 1.97538], [0.25851, -1.53445, -4.44117], [-3.35754, -2.46706, -1.93594], [-2.15712, 4.45418, -0.92577], [-1.60091, 3.63551, 0.21592], [-1.63095, 2.13345, -0.08850], [-1.11103, 1.35337, 1.05940], [-2.12761, 5.45459, -0.69895], [-3.13486, 4.22500, -1.12962], [-1.62353, 4.33032, -1.79136], [-2.20171, 3.88158, 1.09073], [-0.58308, 3.98603, 0.38373], [-1.01038, 1.90127, -0.95406], [-2.64592, 1.79672, -0.30137], [-1.67723, 1.54097, 1.88374], [-0.16351, 1.66551, 1.28118]], "forces_ev_per_a": [[0.4, 0.0, 0.2], [-0.2, -0.1, 0.2], [0.4, 0.2, -0.3], [0.1, 0.3, -0.2], [0.0, -0.2, 0.0], [-0.3, -0.4, 0.3], [0.0, -0.3, 0.0], [-0.1, 0.0, 0.1], [-0.2, 0.3, 0.0], [0.0, 0.0, 0.0], [0.0, 0.0, 0.0], [0.0, 0.0, 0.0], [0.0, 0.0, 0.0], [0.0, 0.0, 0.0], [0.1, 0.0, 0.0], [-0.1, -0.1, -0.1], [0.0, 0.0, -0.1], [0.0, 0.0, 0.0], [0.0, 0.0, 0.0], [0.0, 0.0, 0.1], [0.0, -0.1, -0.1], [0.0, 0.1, -0.2], [0.0, 0.0, 0.1], [0.0, 0.2, 0.2], [0.1, -0.2, -0.1], [-0.1, 0.1, -0.1], [0.1, -0.2, 0.0], [0.0, 0.2, -0.1], [0.0, 0.0, 0.0], [0.0, 0.0, 0.0], [0.0, 0.0, 0.0], [0.0, 0.0, 0.0], [0.0, 0.0, 0.0], [0.0, 0.0, 0.0], [0.0, 0.0, 0.0], [0.0, 0.0, 0.0], [0.0, 0.0, 0.0], [0.0, 0.0, 0.0], [-0.2, 0.2, -0.1], [0.0, 0.0, 0.0], [0.0, 0.0, 0.0], [0.0, 0.0, 0.0], [0.0, 0.0, 0.0], [0.0, 0.0, 0.0], [0.0, 0.0, 0.0], [0.0, 0.0, 0.0], [0.0, 0.0, 0.0], [0.0, 0.1, 0.0]]}

{"formula": "C20H26AsNO4PS7Tc", "method": "ωB97M-V/def2-TZVPD", "multiplicity": 1, "lumo_ev": [-2.5, -2.5], "total_energy_ev": -179020.26481, "de_lowest_ev": 0.556, "elements": ["Tc", "S", "C", "S", "S", "C", "C", "C", "C", "N", "C", "C", "C", "C", "C", "C", "C", "H", "H", "H", "H", "H", "H", "H", "H", "S", "As", "S", "S", "S", "C", "C", "C", "C", "O", "P", "O", "O", "O", "C", "C", "C", "C", "H", "H", "H", "H", "H", "H", "H", "H", "H", "H", "H", "H", "H", "H", "H", "H", "H", "H"], "xyz": [[-0.43001, 0.09608, -0.23762], [-2.53174, -0.14545, 3.76930], [-1.80066, 0.02267, 2.32456], [-0.09177, 0.35694, 2.10749], [-2.55257, -0.12536, 0.75750], [3.90012, -0.47317, 0.37316], [4.48082, 0.13491, -0.73448], [3.66853, 0.66023, -1.71893], [2.29077, 0.57862, -1.57858], [1.73102, 0.02996, -0.48284], [2.52557, -0.50319, 0.46398], [1.30501, 1.06843, -2.53793], [1.61258, 1.51954, -3.81821], [0.59486, 1.90605, -4.67266], [-0.73048, 1.84955, -4.24647], [-1.03795, 1.41651, -2.96591], [-0.01819, 1.01349, -2.10820], [4.49896, -0.90984, 1.16371], [5.56030, 0.19399, -0.82776], [4.09027, 1.14348, -2.59353], [2.02648, -0.96983, 1.30186], [2.64562, 1.56604, -4.15222], [0.83100, 2.25355, -5.67274], [-1.52831, 2.15176, -4.91605], [-2.07058, 1.38042, -2.63433], [0.19369, 4.74213, 1.56788], [1.78962, 3.42172, 0.45326], [-0.61065, 2.43863, -0.21623], [-1.06044, 3.14906, 1.66451], [2.63320, 4.61062, -0.94830], [2.25756, -4.02798, -1.15315], [1.80033, -3.47692, -2.49704], [2.93788, -2.76159, -3.19518], [1.23427, -4.56936, -3.39467], [0.79837, -2.42670, -2.30421], [-0.43362, -2.36697, -1.32641], [-1.33462, -1.24612, -1.80371], [-0.01801, -1.97107, 0.09764], [-0.99335, -3.82470, -1.42072], [-1.91490, -4.57944, -0.53268], [-3.07944, -3.71272, -0.09988], [-2.38451, -5.72917, -1.40413], [-1.11852, -5.08266, 0.66291], [3.02958, -4.78401, -1.31207], [1.42845, -4.49356, -0.61294], [2.67115, -3.22887, -0.53110], [3.72695, -3.47499, -3.44654], [3.35653, -1.98651, -2.54698], [2.57654, -2.29235, -4.11541], [2.02728, -5.27706, -3.64934], [0.84684, -4.12913, -4.31923], [0.42479, -5.10891, -2.90220], [-3.53567, -3.21048, -0.95785], [-2.76220, -2.95344, 0.61691], [-3.83069, -4.33949, 0.38358], [-2.93517, -5.35138, -2.26990], [-3.04017, -6.38444, -0.82609], [-1.53112, -6.31374, -1.75990], [-0.66421, -4.24750, 1.20085], [-0.33201, -5.77274, 0.34047], [-1.78571, -5.61215, 1.34636]], "forces_ev_per_a": [[-1.2, 1.1, -0.1], [0.0, 0.0, -0.1], [0.0, 0.2, 0.3], [-0.1, -0.3, -0.5], [0.7, -0.3, -0.2], [0.1, 0.0, 0.0], [0.1, 0.0, 0.0], [0.3, 0.1, -0.1], [-0.3, 0.1, 0.1], [0.3, -0.3, 0.2], [-0.1, 0.1, -0.2], [0.1, 0.0, 0.1], [0.1, 0.1, -0.2], [0.0, 0.0, 0.0], [0.0, 0.0, 0.0], [0.0, 0.0, 0.0], [0.0, -0.2, 0.1], [-0.1, 0.0, -0.1], [-0.1, 0.0, 0.0], [0.0, -0.1, 0.1], [-0.1, 0.0, 0.0], [-0.1, 0.0, 0.0], [0.0, 0.0, 0.1], [0.1, 0.0, 0.0], [0.1, 0.0, 0.0], [0.6, 0.3, -0.2], [0.0, 0.3, 0.3], [-0.2, -0.9, 0.1], [-0.3, -0.4, 0.0], [0.0, 0.0, 0.0], [-0.1, 0.0, 0.1], [0.0, 0.0, 0.1], [0.1, 0.1, -0.1], [-0.2, 0.1, 0.0], [0.0, -0.1, -0.1], [0.2, -0.3, -0.2], [0.1, 0.0, 0.3], [0.0, 0.1, 0.1], [-0.3, -0.1, 0.3], [0.1, 0.0, 0.0], [0.0, 0.2, 0.0], [0.0, 0.0, -0.1], [0.1, 0.1, -0.1], [0.0, 0.0, 0.0], [0.1, 0.0, -0.1], [0.0, -0.1, -0.1], [0.0, 0.1, 0.0], [0.0, -0.1, -0.1], [0.1, -0.1, 0.1], [-0.1, 0.1, 0.0], [0.1, -0.1, 0.1], [0.1, 0.0, 0.0], [0.0, -0.1, 0.1], [0.0, 0.0, 0.0], [0.0, 0.0, 0.0], [0.0, 0.0, 0.1], [0.0, 0.0, 0.0], [-0.1, 0.0, 0.0], [0.0, 0.0, 0.0], [-0.1, 0.1, 0.0], [0.0, 0.0, 0.0]]}

{"formula": "C9H13NO3", "method": "ωB97M-V/def2-TZVPD", "multiplicity": 1, "lumo_ev": 0.7, "total_energy_ev": -17173.45968, "smiles": "COC1(OC)C[C@@H]2C=C[C@H]1NC2=O", "de_lowest_ev": 3.305, "elements": ["C", "O", "C", "O", "C", "C", "C", "C", "C", "C", "N", "C", "O", "H", "H", "H", "H", "H", "H", "H", "H", "H", "H", "H", "H", "H"], "xyz": [[-1.44841, -1.87613, -1.43418], [-1.25340, -1.13214, -0.14452], [-0.08087, -0.49386, 0.12904], [1.08869, -1.21829, 0.14820], [1.07934, -2.44154, 0.84574], [-0.30151, 0.37481, 1.37263], [-0.10990, 1.83292, 1.00300], [-1.08931, 2.20931, -0.02279], [-0.85260, 1.57488, -1.14966], [0.35712, 0.70836, -1.12907], [1.53611, 1.26567, -0.51257], [1.33068, 2.03474, 0.54778], [2.15931, 2.64236, 1.18063], [-2.35018, -1.48696, -1.87400], [-1.30469, -2.82482, -1.02815], [-0.50624, -1.57966, -2.05756], [0.94269, -2.27896, 1.94568], [2.11192, -2.95772, 0.84727], [0.29148, -3.08593, 0.52752], [0.47931, 0.16869, 2.22445], [-1.39727, 0.09005, 1.54796], [-0.25993, 2.33777, 1.94683], [-2.01249, 2.76161, 0.27035], [-1.41482, 1.88923, -2.05240], [0.68344, 0.16174, -2.10505], [2.32154, 1.32387, -1.02715]], "forces_ev_per_a": [[3.8, 3.5, 1.0], [-1.0, -0.6, -0.7], [1.1, 2.7, -2.0], [0.8, -1.5, -0.5], [1.7, -0.1, 2.2], [0.0, -2.1, 0.6], [-0.3, 0.9, 2.0], [-1.1, 0.1, 0.8], [-0.2, 1.4, -2.2], [-0.2, -3.3, 0.1], [-3.0, 0.2, 0.0], [-0.7, -0.4, 1.4], [0.6, 0.6, 0.1], [-0.4, -0.6, -0.1], [-0.7, -2.1, -0.6], [-1.9, -0.8, 0.6], [-0.2, 0.1, -0.6], [-1.6, 1.0, -0.8], [-0.4, -0.7, -0.4], [-1.8, -0.2, -1.5], [1.6, 1.0, 0.9], [0.2, 0.7, 0.0], [1.0, -0.2, -0.7], [0.3, -1.0, 0.4], [-0.8, 1.1, 1.8], [3.3, 0.2, -1.8]]}